18
Properties=species:S:1:pos:R:3:forces:R:3 method="wB97M-V/def2-TZVPD" energy_ha=-363.858883 s2=0.754 de_lowest_kcal_mol=43.6 total_charge=+1 spin_multiplicity=2 orbital_gap_ev="9.586 / 4.004"
O -2.968 0.305 0.283 1.00 2.09 -1.69
O -2.580 -0.540 2.304 1.00 2.04 -1.71
N 0.267 -1.091 -1.129 2.32 6.45 2.31
C 1.587 -0.862 -0.463 -1.02 1.07 1.77
C 2.665 -0.435 -1.483 -0.13 1.22 -2.25
C -1.602 1.597 1.716 2.29 -0.41 -1.08
C -2.380 0.358 1.471 -1.52 -3.07 2.47
H 0.378 -1.723 -1.808 -0.32 -4.00 -3.18
H -0.844 1.352 2.472 0.41 -0.34 -0.68
H -3.399 -0.483 -0.010 -0.60 -1.20 0.71
H 2.270 -0.300 -2.526 0.51 -0.86 0.72
H -2.143 2.216 2.367 -1.40 1.49 0.09
H -0.171 -0.199 -1.475 -0.37 -1.13 0.71
H 1.674 0.054 0.227 -1.37 -1.79 -0.42
H 3.145 0.550 -1.354 -0.95 0.00 0.84
H -1.141 2.084 0.768 -1.11 -0.62 1.84
H 1.728 -1.828 0.038 0.76 0.42 -0.02
H 3.515 -1.057 -1.398 0.52 -1.38 -0.43